DFT (the ωB97M-V functional and the def2-TZVPD basis) results for C25H33FeO2 as an isolated structure.

## Properties
spin multiplicity: 6
net charge: 0
HOMO level (spin up / spin down): -7.043 / -7.692 eV
energy relative to the best compared isomer or geometry (same formula, charge and spin): 0.00 kJ/mol
F_max: 1.8 eV/A
total energy: -64938.179 eV

XYZ file:
```
61
Properties=species:S:1:pos:R:3:forces:R:3:mulliken_charge:R:1
O 0.070 4.485 -2.880 0.06 0.15 -0.05 -0.39
C 0.456 4.234 -4.248 -0.05 -0.14 0.06 -0.40
C 0.714 5.713 -4.509 0.03 0.14 -0.05 -0.88
H -0.357 3.785 -4.823 -0.01 0.01 0.03 0.28
H 1.331 3.582 -4.310 0.01 0.00 0.03 0.24
C 0.296 5.928 -3.041 -0.02 -0.22 -0.03 1.60
H 0.059 6.179 -5.241 -0.04 0.01 -0.02 0.30
H 1.746 5.976 -4.731 0.04 0.01 0.00 0.30
C -0.991 6.691 -2.841 -0.08 0.01 0.02 -1.63
H -1.771 6.312 -3.498 -0.03 -0.04 -0.05 0.39
H -0.848 7.752 -3.052 0.04 0.04 -0.02 0.38
H -1.336 6.593 -1.812 0.00 -0.02 0.07 0.36
C 1.395 6.398 -2.118 0.05 0.00 0.05 -1.67
H 2.302 5.816 -2.271 0.06 -0.05 -0.03 0.38
H 1.092 6.287 -1.078 -0.05 -0.01 0.06 0.36
H 1.626 7.449 -2.296 -0.01 0.04 -0.03 0.40
Fe 0.096 -1.935 1.960 -0.44 -0.97 -0.17 0.67
C 1.903 -2.655 3.318 0.16 -0.17 0.03 -0.77
C 1.757 -3.573 2.264 0.58 0.02 0.03 -0.70
C 2.083 -2.899 1.064 0.08 -0.12 -0.05 -0.65
H 1.425 -4.593 2.341 0.17 0.05 0.02 0.75
C 2.433 -1.577 1.387 -0.04 0.05 -0.17 -0.52
C 2.304 -1.411 2.775 0.00 0.04 0.12 -0.93
H 2.473 -0.502 3.328 0.04 0.05 0.05 0.49
H 1.728 -2.864 4.359 -0.01 -0.02 0.08 0.62
H 2.023 -3.321 0.077 0.04 -0.09 -0.15 0.56
H 2.703 -0.808 0.682 0.06 0.08 -0.07 0.57
C -1.264 -2.417 3.861 0.06 0.38 0.44 -0.51
C -0.539 -1.229 4.119 -0.27 0.01 0.20 -0.97
C -0.969 -0.242 3.211 -0.03 -0.06 0.04 -0.54
H 0.211 -1.096 4.878 0.07 0.01 0.05 0.62
C -1.982 -0.820 2.408 -0.07 0.09 -0.10 -0.47
C -2.166 -2.148 2.818 -0.27 0.13 -0.12 -0.83
H -2.816 -2.863 2.350 -0.14 -0.01 0.04 0.65
H -1.143 -3.361 4.364 0.01 0.05 0.06 0.60
H -0.619 0.775 3.173 0.05 0.08 -0.01 0.54
H -2.484 -0.349 1.580 -0.08 0.09 -0.03 0.44
O -0.024 -0.511 0.225 -0.09 -0.06 -0.31 0.44
C 0.308 0.885 0.384 -0.09 -0.04 0.08 -0.80
C 0.795 1.349 -0.973 0.07 0.07 0.03 -0.56
H 1.050 0.973 1.173 0.08 -0.01 0.06 0.33
H -0.593 1.417 0.694 -0.06 0.00 0.00 0.34
C 0.001 0.457 -1.919 -0.09 0.04 -0.16 -0.82
H 1.863 1.159 -1.080 0.08 -0.05 0.00 0.23
H 0.625 2.412 -1.130 -0.05 0.05 -0.07 0.32
C -0.006 -0.865 -1.185 0.17 -0.01 0.46 -0.47
H 0.448 0.373 -2.907 0.03 -0.01 -0.04 0.44
H -1.015 0.835 -2.037 -0.05 0.03 0.01 0.27
H 0.896 -1.447 -1.379 0.12 -0.04 -0.01 0.25
H -0.865 -1.497 -1.373 -0.17 0.08 -0.09 0.32
C -1.976 -6.351 0.378 -0.03 0.10 -0.23 -0.44
C -1.531 -6.202 1.685 0.16 0.52 -0.05 -0.85
C -0.958 -4.996 2.095 -0.30 0.02 -1.11 0.52
C -0.803 -3.894 1.212 -0.09 -0.21 -0.11 0.14
C -1.259 -4.091 -0.103 -0.09 -1.21 1.31 -0.12
C -1.838 -5.296 -0.516 0.08 -0.11 0.43 -0.80
H -2.425 -7.282 0.058 -0.01 -0.01 -0.02 0.36
H -1.630 -7.021 2.386 0.01 -0.01 0.04 0.40
H -0.627 -4.947 3.115 0.15 0.15 0.32 0.30
H -1.190 -3.344 -0.835 0.18 1.09 -0.83 0.13
H -2.185 -5.407 -1.536 0.00 0.02 -0.06 0.40
```
Forces are in eV/Å.